Entry 1:
Computed, not measured: 2 unconnected molecules or ions with the total composition C4H14N2O8P2S at a distorted geometry, with ωB97M-V/def2-TZVPD.

Summary:
Frontier orbital gap, eV: 8.7
SMILES: NOC(=O)NP(O)(O)=S.COP(=O)(OC)OC
DFT total energy, eV: -53147.8581
Lowest unoccupied orbital energy, eV: -0.3

Geometry as ORCA input:
```
! RIJCOSX wB97M-V def2-TZVPD def2/J DEFGRID3
* xyz 0 1
N 1.947 -3.798 3.200
O 1.594 -3.191 1.924
C 1.688 -1.827 1.992
O 2.672 -1.277 1.616
N 0.610 -1.061 2.555
P -0.964 -1.772 2.470
O -1.061 -2.804 1.281
O -1.311 -2.520 3.860
S -2.242 -0.363 2.210
H 2.497 -3.114 3.722
H 2.646 -4.482 2.920
H 0.840 -0.936 3.538
H -1.076 -3.723 1.591
H -0.911 -1.979 4.554
C -2.477 3.023 -2.894
O -1.315 3.194 -2.081
P 0.117 2.750 -2.715
O 0.255 3.557 -3.937
O -0.323 1.200 -3.030
C -1.067 0.421 -2.089
O 1.679 2.330 -2.413
C 2.013 1.803 -1.110
H -3.005 3.974 -2.924
H -2.230 2.709 -3.904
H -3.121 2.276 -2.428
H -1.968 0.050 -2.578
H -1.359 0.996 -1.211
H -0.468 -0.434 -1.775
H 1.537 0.832 -0.954
H 1.712 2.490 -0.320
H 3.091 1.676 -1.070
*
```

Atomic charges from the Mulliken analysis, expressed in e, are listed below: atom 1 (N): -0.458, atom 2 (O): -0.182, atom 3 (C): 0.453, atom 4 (O): -0.456, atom 5 (N): -0.278, atom 6 (P): 0.696, atom 7 (O): -0.442, atom 8 (O): -0.488, atom 9 (S): -0.387, atom 10 (H): 0.267, atom 11 (H): 0.303, atom 12 (H): 0.301, atom 13 (H): 0.337, atom 14 (H): 0.337, atom 15 (C): -0.696, atom 16 (O): -0.428, atom 17 (P): 1.247, atom 18 (O): -0.689, atom 19 (O): -0.413, atom 20 (C): -0.787, atom 21 (O): -0.312, atom 22 (C): -0.542, atom 23 (H): 0.256, atom 24 (H): 0.374, atom 25 (H): 0.256, atom 26 (H): 0.327, atom 27 (H): 0.399, atom 28 (H): 0.255, atom 29 (H): 0.186, atom 30 (H): 0.299, atom 31 (H): 0.264



Entry 2:
Computed, not measured: a gas-phase ion, C7H10N3O2S (charge +1) at a distorted geometry, with ωB97M-V/def2-TZVPD.

Summary:
Frontier orbital gap, eV: 8.8
SMILES: NC(=C\SC/C=C\N=C=O)/[NH+]=C\O
Relative energy (zero: lowest compared OMol25 entry of this formula, charge and spin), kcal per mole: 0.0
DFT total energy, eV: -26813.2667
Lowest unoccupied orbital energy, eV: -3.5

Geometry as ORCA input:
```
! RIJCOSX wB97M-V def2-TZVPD def2/J DEFGRID3
* xyz 1 1
N 0.976 -0.617 2.015
C -0.075 -0.993 1.055
C 0.065 -1.001 -0.218
S 1.684 -0.510 -0.912
C 1.430 -0.139 -2.645
C 0.608 1.121 -3.057
C -0.145 1.938 -2.326
N -0.400 1.888 -0.966
C -0.616 1.807 0.210
O -0.895 1.624 1.343
N -1.359 -1.138 1.662
C -1.574 -0.916 2.973
O -0.679 -0.699 3.821
H 1.458 0.172 1.568
H 1.760 -1.213 2.221
H -0.726 -1.233 -0.921
H 0.890 -0.918 -3.225
H 2.428 -0.133 -3.163
H 0.461 1.108 -4.165
H -0.667 2.689 -2.812
H -2.136 -1.212 1.047
H -2.679 -0.924 3.276
H 0.191 -0.701 3.222
*
```

Atomic charges from the Mulliken analysis, expressed in e, are listed below: atom 1 (N): -0.540, atom 2 (C): -0.309, atom 3 (C): -0.050, atom 4 (S): -0.078, atom 5 (C): -0.485, atom 6 (C): -0.511, atom 7 (C): -0.077, atom 8 (N): -0.306, atom 9 (C): 0.717, atom 10 (O): -0.515, atom 11 (N): -0.003, atom 12 (C): 0.070, atom 13 (O): -0.425, atom 14 (H): 0.268, atom 15 (H): 0.242, atom 16 (H): 0.472, atom 17 (H): 0.357, atom 18 (H): 0.408, atom 19 (H): 0.280, atom 20 (H): 0.422, atom 21 (H): 0.238, atom 22 (H): 0.347, atom 23 (H): 0.480



Entry 3:
Computed, not measured: 3 unconnected molecules or ions with the total composition C5H8O, with ωB97M-V/def2-TZVPD.

Summary:
Frontier orbital gap (spin up / spin down), eV: 7.8 / 7.8
Relative energy (zero: lowest compared OMol25 entry of this formula, charge and spin), kcal per mole: 163.0
DFT total energy, eV: -7355.1848
Lowest unoccupied orbital energy (spin up / spin down), eV: -0.4 / -0.4

Geometry as ORCA input:
```
! RIJCOSX wB97M-V def2-TZVPD def2/J DEFGRID3
* xyz 0 1
C -1.801 0.235 0.190
C -0.523 -0.255 -0.036
C 0.641 -0.868 0.790
C 1.761 -0.258 -0.096
C 0.591 0.475 -0.763
O -0.159 -0.477 -1.436
H -1.312 1.820 -0.664
H -2.136 0.426 1.207
H -2.557 0.125 -0.578
H 0.646 -0.492 1.816
H 0.604 -1.960 0.755
H 2.466 0.379 0.439
H 2.275 -0.985 -0.729
H -0.495 1.835 -0.895
*
```

Atomic charges from the Mulliken analysis, expressed in e, are listed below: atom 1 (C): -1.125, atom 2 (C): 0.734, atom 3 (C): -0.466, atom 4 (C): -0.552, atom 5 (C): -0.061, atom 6 (O): -0.375, atom 7 (H): 0.144, atom 8 (H): 0.295, atom 9 (H): 0.374, atom 10 (H): 0.310, atom 11 (H): 0.231, atom 12 (H): 0.284, atom 13 (H): 0.260, atom 14 (H): -0.052



Entry 4:
Computed, not measured: 2 unconnected molecules or ions with the total composition C3H8S2 at a distorted geometry, with ωB97M-V/def2-TZVPD.

Summary:
Frontier orbital gap (spin up / spin down), eV: 10.3 / 4.4
Relative energy (zero: lowest compared OMol25 entry of this formula, charge and spin), kcal per mole: 43.6
DFT total energy, eV: -24900.9933
Lowest unoccupied orbital energy (spin up / spin down), eV: -4.0 / -9.0
⟨S²⟩: 0.76

Geometry as ORCA input:
```
! RIJCOSX wB97M-V def2-TZVPD def2/J DEFGRID3
* xyz 1 2
S 2.336 2.066 1.787
S 2.663 0.807 0.200
H 1.084 1.638 1.956
H 2.816 -0.356 0.860
C -0.992 -1.200 -1.357
C -0.811 -0.643 -0.014
C -1.085 0.679 0.287
H -1.695 -2.038 -1.359
H -1.439 -0.482 -2.049
H -0.042 -1.515 -1.807
H -0.531 -1.339 0.774
H -0.736 1.111 1.209
H -1.570 1.270 -0.487
*
```

Atomic charges from the Mulliken analysis, expressed in e, are listed below: atom 1 (S): 0.033, atom 2 (S): -0.048, atom 3 (H): 0.130, atom 4 (H): 0.261, atom 5 (C): -0.975, atom 6 (C): 0.335, atom 7 (C): -0.650, atom 8 (H): 0.326, atom 9 (H): 0.342, atom 10 (H): 0.273, atom 11 (H): 0.372, atom 12 (H): 0.362, atom 13 (H): 0.240



Entry 5:
Computed, not measured: a molecular structure, C4H13N3 at a distorted geometry, with ωB97M-V/def2-TZVPD.

Summary:
Frontier orbital gap, eV: 11.7
Relative energy (zero: lowest compared OMol25 entry of this formula, charge and spin), kcal per mole: 54.7
DFT total energy, eV: -8811.2031
Lowest unoccupied orbital energy, eV: -7.5

Geometry as ORCA input:
```
! RIJCOSX wB97M-V def2-TZVPD def2/J DEFGRID3
* xyz 2 1
C -0.890 0.300 -0.234
C -2.746 1.867 -0.111
C 2.885 -1.420 0.582
C 1.018 0.129 0.257
N -1.479 -0.636 -0.921
N -1.383 1.425 0.155
N 1.517 -1.223 0.012
H -2.916 2.809 0.405
H -3.474 1.142 0.253
H -2.898 2.031 -1.179
H 2.864 -1.281 1.661
H 3.230 -2.431 0.370
H 3.584 -0.714 0.135
H 1.501 0.877 -0.360
H 1.010 0.372 1.315
H -1.046 -1.492 -1.237
H -2.443 -0.497 -1.217
H -0.804 2.085 0.662
H 1.567 -1.416 -0.999
H 0.903 -1.927 0.449
*
```

Atomic charges from the Mulliken analysis, expressed in e, are listed below: atom 1 (C): 0.669, atom 2 (C): -1.041, atom 3 (C): -0.892, atom 4 (C): -0.810, atom 5 (N): -0.327, atom 6 (N): -0.156, atom 7 (N): -0.208, atom 8 (H): 0.333, atom 9 (H): 0.387, atom 10 (H): 0.403, atom 11 (H): 0.382, atom 12 (H): 0.372, atom 13 (H): 0.378, atom 14 (H): 0.474, atom 15 (H): 0.476, atom 16 (H): 0.193, atom 17 (H): 0.244, atom 18 (H): 0.294, atom 19 (H): 0.409, atom 20 (H): 0.420



Entry 6:
Computed, not measured: 2 unconnected molecules or ions with the total composition C2H8N2O at a distorted geometry, with ωB97M-V/def2-TZVPD.

Summary:
Frontier orbital gap (spin up / spin down), eV: 10.0 / 5.9
Relative energy (zero: lowest compared OMol25 entry of this formula, charge and spin), kcal per mole: 41.0
DFT total energy, eV: -7222.0685
Lowest unoccupied orbital energy (spin up / spin down), eV: -4.5 / -8.6
⟨S²⟩: 0.79

Geometry as ORCA input:
```
! RIJCOSX wB97M-V def2-TZVPD def2/J DEFGRID3
* xyz 1 2
C -1.783 -0.077 -1.163
N -0.456 0.376 -0.734
C -0.306 1.044 0.393
N 0.876 1.057 1.000
H -1.802 0.103 -2.237
H -2.580 0.410 -0.610
H -1.904 -1.144 -0.955
H 0.362 0.167 -1.304
H -1.209 1.422 0.865
H 0.857 1.644 1.838
H 2.968 -2.301 0.656
H 2.024 -1.258 1.141
O 2.952 -1.443 1.111
*
```

Atomic charges from the Mulliken analysis, expressed in e, are listed below: atom 1 (C): -0.634, atom 2 (N): -0.034, atom 3 (C): 0.134, atom 4 (N): -0.348, atom 5 (H): 0.293, atom 6 (H): 0.293, atom 7 (H): 0.327, atom 8 (H): 0.349, atom 9 (H): 0.330, atom 10 (H): 0.295, atom 11 (H): 0.330, atom 12 (H): 0.274, atom 13 (O): -0.608



Entry 7:
Computed, not measured: a molecular structure, C23H31FeGe2N8O7S4Sb at a distorted geometry, with ωB97M-V/def2-TZVPD.

Summary:
Frontier orbital gap (spin up / spin down), eV: 1.5 / 3.0
Relative energy (zero: lowest compared OMol25 entry of this formula, charge and spin), kcal per mole: 69.4
DFT total energy, eV: -247894.5075
Lowest unoccupied orbital energy (spin up / spin down), eV: -1.0 / -1.0
⟨S²⟩: 8.78

Geometry as ORCA input:
```
! RIJCOSX wB97M-V def2-TZVPD def2/J DEFGRID3
* xyz -1 6
Fe -2.189 -0.817 -1.476
S -2.715 -0.500 -7.699
Sb -2.825 -1.389 -5.598
S -3.336 0.996 -2.308
S -5.014 -0.164 -2.956
S -4.856 -0.162 -5.026
C -0.294 4.996 -1.957
C 0.234 3.632 -2.430
Ge 1.502 2.679 -1.200
C 2.653 1.470 -2.253
C 3.002 0.173 -1.560
C 2.519 3.885 -0.100
C 2.344 3.471 1.158
Ge 1.009 1.988 1.086
C -0.529 2.691 2.255
C -1.451 3.823 1.925
C 1.531 0.214 1.885
C 0.986 -0.111 3.204
C 3.056 3.905 2.404
C 2.630 4.962 3.217
C 3.190 5.139 4.491
C 4.201 4.347 4.949
C 4.730 3.352 4.133
C 4.130 3.084 2.910
H -0.966 5.503 -2.655
H 0.548 5.691 -1.812
H -0.849 4.907 -1.042
H 0.738 3.685 -3.398
H -0.553 2.884 -2.467
H 3.508 2.050 -2.534
H 2.156 1.319 -3.221
H 3.327 0.472 -0.500
H 3.710 -0.501 -2.096
H 2.090 -0.340 -1.449
H 3.172 4.734 -0.180
H -0.113 2.888 3.256
H -1.081 1.775 2.551
H -0.827 4.706 1.665
H -2.056 4.139 2.780
H -2.159 3.577 1.136
H 2.641 0.358 1.991
H 1.316 -0.540 1.181
H 1.242 0.660 3.922
H 1.348 -1.063 3.637
H -0.085 -0.179 3.233
H 1.969 5.670 2.790
H 2.776 5.898 5.141
H 4.652 4.417 6.012
H 5.516 2.725 4.507
H 4.485 2.262 2.314
N -4.699 -4.890 0.432
N -4.034 -3.676 0.547
N -2.974 -3.552 1.350
C -2.651 -2.305 1.167
N -3.444 -1.699 0.230
N -4.321 -2.622 -0.159
H -4.546 -5.275 -0.504
H -4.383 -5.524 1.119
H -1.721 -1.771 1.501
O 0.040 -8.350 -1.724
N 0.325 -7.303 -1.114
O 1.089 -7.269 -0.161
C -0.348 -6.060 -1.444
C 0.018 -4.939 -0.703
C -0.518 -3.695 -1.123
C -1.587 -3.606 -2.143
O -2.347 -2.627 -2.439
C -1.873 -4.871 -2.641
C -1.330 -6.044 -2.336
N -3.170 -4.911 -3.412
O -4.142 -5.285 -2.795
O -3.045 -4.527 -4.574
N -0.241 -2.587 -0.332
O -0.334 -1.359 -0.826
O 0.214 -2.693 0.876
H 0.757 -4.945 0.141
H -1.748 -6.977 -2.749
*
```

Atomic charges from the Mulliken analysis, expressed in e, are listed below: atom 1 (Fe): 0.773, atom 2 (S): -0.708, atom 3 (Sb): 0.130, atom 4 (S): -0.321, atom 5 (S): -0.193, atom 6 (S): -0.275, atom 7 (C): -1.015, atom 8 (C): -0.581, atom 9 (Ge): 0.266, atom 10 (C): -0.832, atom 11 (C): -0.587, atom 12 (C): 0.089, atom 13 (C): -0.292, atom 14 (Ge): 0.323, atom 15 (C): -0.588, atom 16 (C): -1.250, atom 17 (C): 0.070, atom 18 (C): -1.655, atom 19 (C): -0.300, atom 20 (C): -0.341, atom 21 (C): -0.525, atom 22 (C): -0.343, atom 23 (C): -0.606, atom 24 (C): -0.366, atom 25 (H): 0.390, atom 26 (H): 0.282, atom 27 (H): 0.159, atom 28 (H): 0.446, atom 29 (H): 0.230, atom 30 (H): 0.527, atom 31 (H): 0.418, atom 32 (H): 0.078, atom 33 (H): 0.392, atom 34 (H): -0.039, atom 35 (H): 0.497, atom 36 (H): 0.449, atom 37 (H): 0.238, atom 38 (H): 0.254, atom 39 (H): 0.411, atom 40 (H): 0.273, atom 41 (H): 0.311, atom 42 (H): 0.202, atom 43 (H): 0.466, atom 44 (H): 0.336, atom 45 (H): 0.287, atom 46 (H): 0.491, atom 47 (H): 0.369, atom 48 (H): 0.234, atom 49 (H): 0.398, atom 50 (H): 0.395, atom 51 (N): -0.739, atom 52 (N): 1.219, atom 53 (N): -0.743, atom 54 (C): -0.068, atom 55 (N): 0.071, atom 56 (N): -0.501, atom 57 (H): 0.307, atom 58 (H): 0.309, atom 59 (H): 0.380, atom 60 (O): -0.624, atom 61 (N): 0.992, atom 62 (O): -0.603, atom 63 (C): -0.483, atom 64 (C): -0.457, atom 65 (C): -0.288, atom 66 (C): 0.915, atom 67 (O): -0.431, atom 68 (C): -0.021, atom 69 (C): -0.326, atom 70 (N): 0.953, atom 71 (O): -0.618, atom 72 (O): -0.540, atom 73 (N): 1.148, atom 74 (O): -0.750, atom 75 (O): -0.518, atom 76 (H): 0.541, atom 77 (H): 0.505



Entry 8:
Computed, not measured: C20H28N4O2S2 in the gas phase at a distorted geometry, with ωB97M-V/def2-TZVPD.

Summary:
Frontier orbital gap, eV: 8.9
SMILES: CCSc1nnc(NC(=O)[C@@H](NC(=O)c2ccc(C(C)(C)C)cc2)C(C)C)s1
Relative energy (zero: lowest compared OMol25 entry of this formula, charge and spin), kcal per mole: 0.0
DFT total energy, eV: -52921.3696
Lowest unoccupied orbital energy, eV: 0.5

Geometry as ORCA input:
```
! RIJCOSX wB97M-V def2-TZVPD def2/J DEFGRID3
* xyz 0 1
C -2.311 -2.277 -1.433
C -1.750 -3.680 -1.534
S -1.085 -4.259 0.066
C 0.391 -3.369 0.105
N 0.814 -2.594 -0.832
N 1.980 -2.016 -0.565
C 2.472 -2.316 0.586
N 3.619 -1.830 1.127
C 4.176 -0.557 0.980
O 5.077 -0.240 1.710
C 3.735 0.241 -0.247
N 2.330 0.587 -0.162
C 1.633 0.486 0.989
O 2.176 0.225 2.050
C 0.164 0.660 0.852
C -0.670 -0.102 1.661
C -2.045 0.000 1.557
C -2.634 0.885 0.660
C -4.138 1.076 0.555
C -4.474 2.493 1.042
C -4.920 0.075 1.410
C -4.589 0.911 -0.903
C -1.787 1.656 -0.136
C -0.413 1.542 -0.055
C 4.625 1.490 -0.421
C 6.020 1.076 -0.880
C 4.007 2.462 -1.424
S 1.465 -3.461 1.496
H -3.088 -2.231 -0.674
H -2.735 -1.985 -2.392
H -1.524 -1.573 -1.172
H -0.934 -3.735 -2.252
H -2.523 -4.404 -1.788
H 3.909 -2.266 1.995
H 3.857 -0.424 -1.113
H 1.829 0.651 -1.033
H -0.226 -0.777 2.378
H -2.650 -0.619 2.198
H -5.548 2.660 0.998
H -4.145 2.626 2.071
H -3.985 3.246 0.429
H -4.692 -0.949 1.123
H -5.987 0.234 1.269
H -4.701 0.205 2.467
H -4.130 1.652 -1.551
H -4.324 -0.076 -1.272
H -5.668 1.028 -0.971
H -2.201 2.368 -0.833
H 0.208 2.171 -0.676
H 4.704 1.979 0.554
H 5.971 0.568 -1.842
H 6.652 1.954 -0.988
H 6.479 0.413 -0.154
H 3.059 2.850 -1.061
H 3.846 1.972 -2.383
H 4.678 3.303 -1.580
*
```

Atomic charges from the Mulliken analysis, expressed in e, are listed below: atom 1 (C): -0.632, atom 2 (C): -0.617, atom 3 (S): -0.137, atom 4 (C): 0.404, atom 5 (N): -0.536, atom 6 (N): -0.174, atom 7 (C): 0.531, atom 8 (N): -0.031, atom 9 (C): -0.086, atom 10 (O): -0.634, atom 11 (C): -0.368, atom 12 (N): 0.212, atom 13 (C): 0.242, atom 14 (O): -0.652, atom 15 (C): 0.417, atom 16 (C): -1.727, atom 17 (C): 0.124, atom 18 (C): 0.934, atom 19 (C): 2.040, atom 20 (C): -1.756, atom 21 (C): -2.008, atom 22 (C): -1.451, atom 23 (C): -0.580, atom 24 (C): -1.132, atom 25 (C): 0.709, atom 26 (C): -1.617, atom 27 (C): -1.551, atom 28 (S): -0.247, atom 29 (H): 0.138, atom 30 (H): 0.401, atom 31 (H): 0.105, atom 32 (H): 0.368, atom 33 (H): 0.444, atom 34 (H): 0.250, atom 35 (H): 0.599, atom 36 (H): 0.391, atom 37 (H): 0.466, atom 38 (H): 0.403, atom 39 (H): 0.476, atom 40 (H): 0.390, atom 41 (H): 0.337, atom 42 (H): 0.368, atom 43 (H): 0.433, atom 44 (H): 0.413, atom 45 (H): 0.337, atom 46 (H): 0.185, atom 47 (H): 0.469, atom 48 (H): 0.365, atom 49 (H): 0.477, atom 50 (H): 0.295, atom 51 (H): 0.358, atom 52 (H): 0.425, atom 53 (H): 0.392, atom 54 (H): 0.240, atom 55 (H): 0.334, atom 56 (H): 0.463